Entry 1:
21
Properties=species:S:1:pos:R:3 method="wB97M-V/def2-TZVPD" lumo_energy_ev="0.28 / 0.98" homo_ev="-5.628 / -7.878" charge=0 e_above_lowest_kcal_mol=225.56
C -1.01755 1.18345 0.84402
N 0.04122 0.27437 0.45148
N 1.26433 0.86387 0.09157
C 0.49998 -0.72817 2.19001
C 1.53666 -1.54769 2.20367
H 1.64866 0.31660 -0.67248
H 1.90617 0.82086 0.87785
H -0.20006 -0.63057 3.01729
H -1.25840 1.79960 -0.02205
H -1.89729 0.59483 1.09733
H -0.72535 1.76485 1.71825
H 2.20732 -1.64188 1.34946
H 1.76404 -2.22637 3.02543
C -0.34622 0.55077 -2.60868
N -0.51214 -0.52373 -1.65585
O -1.90202 -0.82646 -1.67227
H -1.92394 -1.78793 -1.76812
H -0.24765 -0.75473 0.06536
H 0.67851 0.91033 -2.50895
H -1.01912 1.39222 -2.38760
H -0.49716 0.19578 -3.63571



Entry 2:
60
Properties=species:S:1:pos:R:3 method="wB97M-V/def2-TZVPD" lumo_energy_ev=-0.55 homo_ev=-3.920 charge=0
C 0.37049 1.88730 -3.94856
C 0.81613 0.59097 -3.74260
C 1.04843 0.08556 -2.43796
C 0.76699 0.90486 -1.35638
C 0.28201 2.18915 -1.54822
C 0.09168 2.70018 -2.84929
C 1.49052 -1.36983 -2.32673
C 2.68741 -1.83539 -1.43719
N 3.53075 -0.73171 -0.82290
Ca 1.81900 -0.33183 0.55264
C -0.13988 2.99283 -0.33131
P 0.48768 2.07865 1.11496
H 1.04645 -0.04076 -4.60363
H -0.25695 3.72984 -2.98208
H 0.20360 2.26282 -4.96186
H -1.23713 3.03388 -0.22800
H 0.23758 4.02589 -0.33070
H 0.62826 -1.98989 -2.02814
H 1.71156 -1.69561 -3.35934
H 2.39110 -2.48867 -0.59396
C -0.21574 3.02885 2.49196
C 2.21271 2.73731 1.14188
H 3.36937 -2.44844 -2.05785
C 3.92625 0.29024 -1.84615
C 4.77531 -1.34595 -0.24683
H 0.80648 -0.76445 2.65937
H 5.02267 0.37608 -1.88940
H 3.54976 -0.01806 -2.82935
H 3.52677 1.28506 -1.57483
H 5.63821 -1.07053 -0.87389
H 4.98727 -0.96355 0.76157
H 4.69299 -2.43521 -0.21100
H 2.17281 3.83402 1.09904
H 2.70323 2.44039 2.08319
H 2.83235 2.38668 0.30094
H -0.01922 4.10409 2.38228
H -1.29777 2.84720 2.54102
H 0.24352 2.66749 3.42165
H 1.40005 -1.30681 2.73460
C -4.99492 -1.08268 0.77955
C -3.61979 -0.75257 1.30279
C -3.76778 -0.26125 2.74001
O -3.08279 0.35808 0.52975
B -1.73593 0.16262 0.45971
O -1.30127 -1.09785 0.71322
C -2.51993 -1.86621 1.11086
C -2.14437 -2.65629 2.33622
C -2.80536 -2.79664 -0.04641
H -5.63616 -0.20130 0.81628
H -5.44704 -1.83164 1.43500
H -5.02055 -1.48923 -0.23753
H -4.50231 0.55576 2.75064
H -4.14699 -1.06722 3.37547
H -2.82359 0.12957 3.14180
H -3.00719 -3.26242 2.64787
H -1.30616 -3.33337 2.11732
H -1.82782 -2.00467 3.16152
H -3.08108 -2.26081 -0.96313
H -1.91964 -3.40506 -0.27061
H -3.61205 -3.47946 0.23275



Entry 3:
100
Properties=species:S:1:pos:R:3 method="wB97M-V/def2-TZVPD" lumo_energy_ev="2.00 / 2.02" homo_ev="-3.779 / -3.152" charge=-1 e_above_lowest_kcal_mol=39.73
Mo -0.02109 0.09105 -0.00949
C -0.69883 3.30410 0.86858
C -0.89472 1.80034 1.01424
N -1.64575 1.12303 0.06918
N -2.95628 0.77254 0.19249
C -3.15179 -0.48572 0.37206
S -1.84162 -1.58626 0.68241
S -4.83054 -0.99046 0.22736
C -4.88598 -2.61372 1.08252
C -5.16462 -2.46033 2.55270
C -4.12975 -2.42327 3.48372
C -4.40451 -2.25667 4.83333
C -5.71433 -2.12856 5.26987
C -6.75126 -2.15969 4.34874
C -6.47672 -2.31974 2.99989
C -1.09790 1.32356 2.43559
C -2.05970 1.75532 3.33201
C -2.13458 1.19175 4.60232
C -1.21566 0.22017 4.98018
C -0.24007 -0.22035 4.10007
C -0.19708 0.30240 2.80156
O 0.65724 -0.12748 1.89062
H -1.23301 3.67479 -0.00398
H 0.35348 3.58714 0.77850
H -1.09661 3.80474 1.75288
H -3.93503 -3.10414 0.88443
H -5.69519 -3.14682 0.58484
H -3.10741 -2.50932 3.14409
H -3.58653 -2.22659 5.54201
H -5.92720 -1.99835 6.32402
H -7.77705 -2.05739 4.68232
H -7.28489 -2.32753 2.27659
H -2.77369 2.51216 3.02417
H -2.91680 1.49630 5.28701
H -1.27288 -0.21505 5.97222
H 0.47611 -0.98615 4.37389
O 2.76270 -3.32240 0.80196
C 2.02066 -4.20317 0.09883
C 2.28840 -5.55962 0.27649
C 1.54588 -6.51566 -0.38798
C 0.52272 -6.13596 -1.25153
C 0.26137 -4.79484 -1.44645
C 1.00454 -3.81052 -0.79044
C 0.65929 -2.39157 -0.96417
O 1.25248 -1.47385 -0.24346
N -0.26730 -2.07586 -1.82024
N -0.54816 -0.72334 -1.83707
C -1.49966 -0.45999 -2.71422
C -1.85239 0.76036 -3.37882
C -2.99462 0.65897 -4.20826
C -3.32671 1.60426 -5.14648
C -2.48695 2.69584 -5.33741
C -1.40294 2.86321 -4.49912
C -1.12067 1.96696 -3.47410
O -0.04807 2.24051 -2.60906
H 2.36155 -2.43501 0.68116
H 3.08060 -5.83667 0.96035
H 1.75400 -7.56524 -0.21961
H -0.06752 -6.88702 -1.76048
H -0.53355 -4.46398 -2.09959
H -2.01333 -1.34596 -3.07460
H -3.60980 -0.22445 -4.09085
H -4.21511 1.48034 -5.75265
H -2.67496 3.40710 -6.13059
H -0.76143 3.71923 -4.64280
O -0.76916 4.35784 -2.30591
C 0.10029 3.53853 -2.19942
C 1.43804 3.88405 -1.67163
C 1.73775 5.25120 -1.73086
C 2.97795 5.73166 -1.38057
C 3.95019 4.84704 -0.92969
C 3.64141 3.50835 -0.78913
C 2.39544 2.99421 -1.15181
P 2.02854 1.23196 -0.78648
C 3.09826 0.95506 0.67370
C 3.93360 -0.14967 0.80604
C 4.63825 -0.36269 1.98268
C 4.50393 0.51514 3.04561
C 3.64205 1.59879 2.93680
C 2.94266 1.81305 1.76386
C 2.98056 0.43121 -2.14565
C 4.37349 0.48945 -2.21644
C 5.05720 -0.15800 -3.23181
C 4.36188 -0.86968 -4.20019
C 2.97777 -0.90016 -4.16277
C 2.29319 -0.24620 -3.14795
H 0.96108 5.91439 -2.08599
H 3.19469 6.78937 -1.45490
H 4.93850 5.20617 -0.67323
H 4.38472 2.84729 -0.36837
H 4.03265 -0.85536 -0.00734
H 5.28491 -1.22718 2.06677
H 5.06023 0.35216 3.96024
H 3.50911 2.27245 3.77406
H 2.25918 2.65161 1.68819
H 4.93679 1.02523 -1.46584
H 6.13909 -0.11490 -3.26141
H 4.90027 -1.39914 -4.97632
H 2.42299 -1.44332 -4.91721
H 1.21371 -0.26737 -3.12878



Entry 4:
9
Properties=species:S:1:pos:R:3 method="wB97M-V/def2-TZVPD" lumo_energy_ev=-0.72 homo_ev=-9.273 charge=0 e_above_lowest_kcal_mol=64.77
C -0.89504 -0.75396 0.12964
C 1.69441 0.02051 0.22778
H -1.08953 1.27835 -0.96946
H -0.97634 -1.68680 0.67258
H 1.35348 0.05275 1.25660
N -1.90334 0.02924 0.23097
O -1.90960 1.17804 -0.44725
S 0.51037 -0.49834 -0.92043
S 3.21560 0.38020 -0.18043



Entry 5:
11
Properties=species:S:1:pos:R:3 method="wB97M-V/def2-TZVPD" lumo_energy_ev=0.52 homo_ev=-8.765 charge=0 smiles=Nc1n[nH]c(O)n1 e_above_lowest_kcal_mol=22.39
N -0.98349 -1.73230 -1.14814
C -0.44365 -0.60691 -0.54028
N -0.68739 0.64300 -0.93272
N -0.02392 1.33337 0.05763
C 0.60807 0.50223 0.85304
O 1.46943 1.17536 1.66609
N 0.37187 -0.75439 0.56212
H -1.37045 -1.57212 -2.06708
H -0.37798 -2.54456 -1.13384
H 0.36825 2.25108 0.20219
H 1.09827 1.33510 2.54511



Entry 6:
137
Properties=species:S:1:pos:R:3 method="wB97M-V/def2-TZVPD" lumo_energy_ev=-4.07 homo_ev=-10.827 charge=+1
C 6.13490 4.99390 0.19025
O 5.45459 3.81013 0.67292
B 4.42611 3.40715 -0.21484
O 4.77216 2.90887 -1.47402
C 2.91712 3.52184 0.35538
C 2.08782 2.31333 0.63575
P 2.68746 0.55398 0.35969
N 1.67181 -0.49011 1.04346
C 0.73965 2.47109 1.17893
N 0.22294 3.71832 1.44182
C 0.94620 4.85373 1.20969
C 0.29436 6.22602 1.58797
C 0.50176 6.38919 3.17360
C 1.99426 6.30906 3.64347
C 2.11877 6.41479 5.23949
N 3.20674 5.48743 5.66011
C 2.73653 4.41440 6.46255
C 3.53803 4.01335 7.74511
O 1.73471 3.77723 6.17714
C 2.32091 4.84224 0.65837
Cl 3.18421 6.38399 0.39808
H 5.72333 5.29349 -0.81809
H 6.01458 5.85993 0.90063
H 7.23975 4.84231 0.06276
H 5.52191 2.29890 -1.31866
H 3.94180 0.35877 1.02227
H 2.81863 0.34067 -1.04290
H 2.18089 -1.03753 1.74301
H 0.11022 1.59446 1.42294
H -0.74498 3.85394 1.83131
H -0.81101 6.19835 1.36306
H 0.74077 7.08980 1.04155
H -0.06734 5.52155 3.63450
H -0.02954 7.31139 3.54476
H 2.53340 5.37268 3.35737
H 2.54496 7.16486 3.16040
H 1.13112 6.16463 5.70172
H 2.45993 7.44515 5.53464
H 3.99930 5.97474 6.07244
H 4.24520 3.16927 7.54486
H 4.11997 4.86432 8.18422
H 2.81843 3.65361 8.53418
C 1.39941 -1.91278 -3.39467
Br 2.91048 -2.33559 -2.25753
Br -0.01565 -1.04395 -2.40261
Br 1.93161 -0.88361 -4.94335
H 1.00099 -2.85607 -3.75950
C -2.62520 -3.60865 -5.24759
Br -4.13867 -2.62417 -4.55187
Br -1.49737 -2.50414 -6.36350
Br -1.61783 -4.45830 -3.83197
H -3.02078 -4.40083 -5.87650
C -2.98229 5.09863 4.17696
Br -4.31509 4.30305 5.31964
Br -2.64082 4.00015 2.60997
Br -3.44401 6.90960 3.68440
H -2.05550 5.14681 4.74251
C -3.61427 -6.91333 -7.89176
Br -2.11169 -7.37206 -6.76481
Br -5.01338 -6.01637 -6.89950
Br -3.06543 -5.89192 -9.43771
H -4.03187 -7.84592 -8.25871
C 6.79676 5.66345 -4.16831
Br 8.26604 5.15298 -3.01743
Br 5.42584 6.62804 -3.19870
Br 7.40465 6.64717 -5.71569
H 6.34345 4.74675 -4.53097
C -0.59107 2.85419 8.51849
Br -2.19251 1.99805 7.85323
Br -0.71783 4.78377 8.41352
Br -0.13933 2.25839 10.30190
H 0.22528 2.55600 7.86588
C 1.86229 -8.96961 -5.38098
Br 1.71483 -7.37384 -4.29562
Br 0.31650 -10.11158 -5.17398
Br 2.20274 -8.54536 -7.23645
H 2.72054 -9.52501 -5.01980
C 5.13976 -11.96374 -3.65592
Br 3.60186 -12.87619 -4.39224
Br 4.93336 -10.04086 -3.73623
Br 5.54622 -12.56589 -1.86486
H 5.99075 -12.21835 -4.27906
C -2.60825 -1.60610 0.82344
Br -2.40908 -2.83336 -0.65331
Br -1.49903 -0.04202 0.59184
Br -4.45789 -1.13762 1.13657
H -2.25507 -2.11854 1.71496
C 1.06010 -6.76061 -0.30389
Br 2.91107 -6.51240 0.19864
Br -0.05780 -7.14809 1.22511
Br 0.38773 -5.25770 -1.32045
H 1.02060 -7.62804 -0.95593
C 0.07703 8.36676 10.21793
Br 0.53599 8.34722 8.33696
Br 1.61833 8.72822 11.32878
Br -1.37816 9.58392 10.58850
H -0.26997 7.36942 10.47049
C 1.61809 12.47684 10.06704
Br 2.07680 12.45697 8.18717
Br 3.15892 12.83816 11.17793
Br 0.16252 13.69397 10.43811
H 1.27094 11.47972 10.32006
C -3.17485 -9.99361 -10.82683
Br -1.32155 -9.77879 -10.31634
Br -4.30225 -10.35687 -9.29628
Br -3.81734 -8.48407 -11.85191
H -3.22870 -10.86383 -11.47299
C -0.49464 -1.52532 4.50665
Br 1.01442 -1.96916 5.63616
Br -1.88229 -0.61451 5.50052
Br 0.04855 -0.50954 2.94474
H -0.91084 -2.46328 4.15189
C -4.57304 -14.49050 -8.29268
Br -4.04772 -14.46708 -10.15478
Br -3.08469 -14.09682 -7.12160
Br -6.07705 -13.32187 -7.95772
H -4.89810 -15.50051 -8.06637
C -6.41252 0.57661 7.78227
Br -7.08521 2.39094 7.76261
Br -5.44161 0.15698 6.16181
Br -5.35867 0.21791 9.36244
H -7.27375 -0.08259 7.81715
C 5.90395 -4.26769 -3.73456
Br 7.77879 -4.24463 -3.25744
Br 5.52446 -3.08779 -5.21897
Br 5.26789 -6.06323 -4.06603
H 5.35365 -3.88945 -2.87937
C -7.52424 -2.26906 -6.64504
Br -8.78993 -3.13435 -5.46623
Br -7.18886 -3.31785 -8.23322
Br -8.06326 -0.46144 -7.07711
H -6.58478 -2.19976 -6.10672
C -11.18413 1.98930 -8.10574
Br -11.30520 3.58590 -7.01986
Br -12.74425 0.86495 -7.90449
Br -10.83600 2.40850 -9.96139
H -10.33423 1.42160 -7.74309